Below is a structure of composition C2H2BrNO3, with properties calculated with ωB97M-V/def2-TZVPD.

Geometry (Å):
1 C 1.18 -0.47 -0.79
2 C -0.29 -0.36 0.48
3 N -1.15 0.76 0.18
4 O 0.97 -0.76 -1.90
5 O -0.64 1.77 -0.26
6 O -2.32 0.61 0.43
7 Br 2.82 -0.05 -0.01
8 H 0.25 -0.19 1.41
9 H -0.81 -1.31 0.45

The calculation puts the calculated total energy at -2931.754788 Eh. The value obtained for the HOMO-LUMO gap is 10.0 eV. For the LUMO energy, the calculation gives -0.5 eV. For the HOMO energy, the calculation gives -0.385 Eh.



Below is a structure of composition C53H49BrClN9O2P2SSm, with properties calculated with ωB97M-V/def2-TZVPD.

Geometry (Å):
1 Sm -0.22 -0.30 -0.32
2 N -2.91 1.71 0.77
3 P -1.38 1.87 1.58
4 C -0.81 3.55 1.03
5 C -0.47 3.69 -0.32
6 C -0.09 4.91 -0.84
7 C 0.01 6.01 -0.01
8 C -0.23 5.87 1.35
9 C -0.64 4.65 1.87
10 C -1.91 2.29 3.28
11 C -2.92 3.22 3.51
12 C -3.28 3.54 4.81
13 C -2.64 2.94 5.88
14 C -1.63 2.01 5.66
15 C -1.27 1.68 4.36
16 P -3.20 0.12 0.18
17 C -3.51 -0.97 1.62
18 C -3.47 -2.33 1.32
19 C -3.66 -3.27 2.32
20 C -3.86 -2.85 3.63
21 C -3.89 -1.50 3.93
22 C -3.73 -0.56 2.93
23 C -4.95 0.24 -0.35
24 C -5.91 0.93 0.39
25 C -7.24 0.89 0.00
26 C -7.63 0.15 -1.11
27 C -6.68 -0.56 -1.83
28 C -5.35 -0.51 -1.46
29 H -3.69 2.18 1.20
30 H -0.55 2.83 -0.97
31 H 0.14 5.00 -1.90
32 H 0.30 6.98 -0.41
33 H -0.11 6.72 2.01
34 H -0.82 4.58 2.93
35 H -3.40 3.72 2.68
36 H -4.07 4.26 4.98
37 H -2.92 3.20 6.90
38 H -1.14 1.53 6.49
39 H -0.51 0.93 4.17
40 H -3.27 -2.65 0.31
41 H -3.61 -4.33 2.08
42 H -3.98 -3.59 4.42
43 H -4.04 -1.17 4.95
44 H -3.76 0.50 3.18
45 H -5.64 1.48 1.28
46 H -7.99 1.42 0.57
47 H -8.67 0.11 -1.41
48 H -6.98 -1.15 -2.69
49 H -4.60 -1.06 -2.02
50 C 3.47 2.16 3.99
51 N 2.89 1.42 2.88
52 C 1.88 1.75 2.07
53 N 1.70 0.81 1.16
54 C 2.65 -0.11 1.49
55 N 3.39 0.22 2.51
56 C 3.45 3.65 3.76
57 C 3.19 4.52 4.81
58 C 3.18 5.90 4.60
59 C 3.37 6.42 3.34
60 C 3.62 5.55 2.28
61 C 3.69 4.18 2.50
62 C 3.71 6.07 0.92
63 N 3.68 7.30 0.54
64 N 3.67 7.30 -0.83
65 C 3.69 6.06 -1.20
66 O 3.74 5.22 -0.14
67 C 3.58 5.56 -2.56
68 C 3.46 6.47 -3.61
69 C 3.30 6.00 -4.90
70 C 3.28 4.64 -5.16
71 C 3.41 3.72 -4.12
72 C 3.44 2.25 -4.45
73 N 3.02 1.38 -3.37
74 C 1.84 1.29 -2.75
75 N 1.91 0.38 -1.79
76 C 3.20 -0.05 -1.87
77 N 3.89 0.53 -2.81
78 C 3.56 4.18 -2.82
79 H 4.49 1.79 4.10
80 H 2.93 1.91 4.90
81 H 1.33 2.67 2.16
82 H 2.78 -1.05 0.98
83 H 3.01 4.13 5.80
84 H 2.99 6.56 5.44
85 H 3.34 7.48 3.15
86 H 3.93 3.53 1.66
87 H 3.49 7.53 -3.39
88 H 3.19 6.70 -5.72
89 H 3.17 4.28 -6.17
90 H 4.45 1.94 -4.69
91 H 2.82 2.05 -5.33
92 H 0.96 1.86 -3.01
93 H 3.63 -0.81 -1.23
94 H 3.67 3.49 -1.99
95 Br -0.19 -1.72 1.99
96 C -2.61 1.07 -4.36
97 S -2.69 1.32 -2.57
98 C -2.98 3.10 -2.61
99 O -1.27 1.16 -2.10
100 H -3.61 1.22 -4.76
101 H -2.29 0.04 -4.53
102 H -1.90 1.77 -4.80
103 H -3.95 3.27 -3.08
104 H -2.18 3.59 -3.17
105 H -2.99 3.44 -1.58
106 Cl 1.05 -7.22 0.41
107 C 0.57 -5.71 -0.29
108 C -0.75 -5.50 -0.64
109 C -1.13 -4.30 -1.22
110 C -0.20 -3.28 -1.47
111 C -0.58 -1.99 -2.09
112 C 1.13 -3.53 -1.10
113 C 1.52 -4.73 -0.52
114 H -1.48 -6.28 -0.47
115 H -2.16 -4.15 -1.50
116 H -1.59 -2.06 -2.51
117 H 0.11 -1.78 -2.92
118 H 1.88 -2.77 -1.29
119 H 2.55 -4.90 -0.25

The calculation puts the calculated total energy at -7465.339965 Eh. The value obtained for the HOMO-LUMO gap (alpha / beta) is 6.9 / 6.9 eV. For the LUMO energy (alpha / beta), the calculation gives -2.2 / -2.2 eV. For the HOMO energy (alpha / beta), the calculation gives -0.336 / -0.334 Eh. As for the spin multiplicity: 6. Its net charge is +1. The expectation value of S² is 8.785.



Below is a cluster of 2 separate species, C3H4O2 in total, with properties calculated with ωB97M-V/def2-TZVPD.

Geometry (Å):
1 C 1.04 0.48 0.36
2 C -0.08 1.17 0.13
3 C -0.14 -0.21 0.71
4 O -0.71 -0.95 1.63
5 O -0.74 -1.22 -1.22
6 H 2.09 0.25 0.25
7 H -0.36 2.01 -0.32
8 H -1.61 -0.57 1.52
9 H -0.19 -2.08 -1.22

The calculation puts the calculated total energy at -266.977229 Eh. The value obtained for the HOMO-LUMO gap is 8.6 eV. For the LUMO energy, the calculation gives 0.4 eV. For the HOMO energy, the calculation gives -0.302 Eh.



Below is an isolated molecule of C6H12, with properties calculated with ωB97M-V/def2-TZVPD.

Geometry (Å):
1 C 0.10 -1.07 1.94
2 C 1.00 -0.51 0.84
3 C 0.66 0.92 0.38
4 C 0.14 0.77 -1.05
5 C -1.21 1.04 -1.59
6 C -0.63 -0.44 -1.44
7 H -0.92 -1.19 1.55
8 H 0.03 -0.45 2.84
9 H 0.45 -2.06 2.24
10 H 2.06 -0.65 1.03
11 H 0.76 -1.12 -0.06
12 H 1.54 1.57 0.34
13 H -0.08 1.42 1.03
14 H 0.90 0.99 -1.80
15 H -2.06 1.13 -0.93
16 H -1.28 1.73 -2.44
17 H -0.28 -1.12 -2.21
18 H -1.20 -0.96 -0.66

As for the structure (SMILES): CCCC1CC1. The calculation puts the calculated total energy at -235.745946 Eh. The value obtained for the HOMO-LUMO gap is 11.3 eV. For the LUMO energy, the calculation gives 1.3 eV. For the HOMO energy, the calculation gives -0.367 Eh.